# C22H53AsF9O20S6

A molecular structure, C22H53AsF9O20S6 at a distorted geometry (wB97M-V/def2-TZVPD, the Open Molecules 2025 dataset).

Total charge   -1
Kohn-Sham gap   10.81 eV
Energy relative to the best compared isomer or geometry (same formula, charge and spin)   0.0 kcal per mole
E_tot   -214935.792 eV

Last column: Löwdin charge in e.
CARTESIAN COORDINATES (ANGSTROEM)
As1 1.184 -0.495 -0.265  0.71
F1 -0.014 -1.159 0.820  -0.26
F2 2.043 -1.986 -0.197  -0.23
F3 2.357 0.036 -1.404  -0.24
F4 0.327 1.015 -0.393  -0.25
F5 2.074 0.132 1.065  -0.23
F6 0.119 -1.022 -1.524  -0.24
O1 1.394 -2.742 -5.667  -0.27
S1 1.911 -1.464 -6.039  0.57
O2 2.258 -1.130 -7.379  -0.28
O3 0.874 -0.341 -5.581  -0.27
C1 -0.294 -0.734 -4.812  -0.24
C2 -0.674 0.471 -3.982  -0.07
C3 3.247 -0.989 -4.973  -0.11
H1 -0.116 -1.616 -4.200  0.10
H2 -1.063 -1.019 -5.536  0.12
H3 0.220 0.795 -3.454  0.06
H4 -1.480 0.285 -3.275  0.05
H5 -1.043 1.238 -4.671  0.09
H6 3.464 0.030 -5.296  0.07
H7 4.135 -1.578 -5.183  0.07
H8 2.875 -0.992 -3.953  0.06
O4 -4.265 -3.403 -1.711  -0.28
S2 -3.306 -2.369 -1.954  0.57
O5 -2.008 -2.702 -2.429  -0.26
O6 -3.905 -1.272 -2.955  -0.27
C4 -4.783 -1.722 -3.991  -0.26
C5 -6.119 -0.994 -3.922  -0.06
C6 -3.176 -1.323 -0.557  -0.10
H9 -4.981 -2.791 -3.879  0.11
H10 -4.330 -1.599 -4.976  0.12
H11 -6.836 -1.429 -4.612  0.08
H12 -5.980 0.068 -4.154  0.07
H13 -6.490 -1.002 -2.897  0.07
H14 -4.180 -1.052 -0.236  0.06
H15 -2.692 -0.412 -0.913  0.07
H16 -2.578 -1.754 0.238  0.07
O7 -3.696 1.074 3.091  -0.27
S3 -2.429 1.210 3.719  0.54
O8 -1.763 2.469 3.743  -0.27
O9 -2.672 0.735 5.210  -0.27
C7 -1.545 0.851 6.131  -0.25
C8 -1.939 1.794 7.260  -0.06
C9 -1.366 -0.056 3.084  -0.12
H17 -0.707 1.266 5.573  0.10
H18 -1.341 -0.168 6.450  0.12
H19 -3.014 1.747 7.412  0.08
H20 -1.613 2.803 7.022  0.08
H21 -1.465 1.485 8.194  0.07
H22 -2.075 -0.871 2.980  0.07
H23 -0.474 -0.192 3.683  0.07
H24 -1.060 0.322 2.110  0.05
O10 2.008 6.658 -1.971  -0.27
S4 2.360 6.254 -0.652  0.54
O11 1.398 6.353 0.388  -0.27
O12 2.974 4.797 -0.684  -0.25
C10 2.069 3.709 -0.983  -0.24
C11 1.758 3.514 -2.458  -0.06
C12 3.824 7.083 -0.165  -0.12
H25 1.126 3.791 -0.436  0.12
H26 2.542 2.812 -0.587  0.11
H27 2.683 3.242 -2.977  0.08
H28 1.458 4.444 -2.941  0.06
H29 0.986 2.762 -2.584  0.05
H30 4.628 6.684 -0.778  0.07
H31 3.960 6.944 0.901  0.07
H32 3.676 8.133 -0.403  0.07
O13 4.113 -1.318 3.197  -0.28
S5 5.150 -0.369 2.919  0.57
O14 6.313 -0.317 3.759  -0.28
O15 5.646 -0.530 1.420  -0.24
C13 5.788 -1.881 0.944  -0.25
C14 5.371 -1.982 -0.512  -0.06
C15 4.457 1.239 2.809  -0.12
H33 5.250 -2.623 1.533  0.10
H34 6.841 -2.173 1.031  0.12
H35 5.390 -3.039 -0.796  0.09
H36 6.131 -1.574 -1.187  0.07
H37 4.400 -1.535 -0.699  0.05
H38 5.220 1.937 2.471  0.08
H39 4.272 1.519 3.848  0.08
H40 3.557 1.204 2.208  0.04
O16 3.879 -5.474 2.945  -0.27
S6 2.479 -5.298 2.761  0.56
O17 1.679 -6.321 2.172  -0.28
O18 1.943 -5.020 4.229  -0.25
C16 0.520 -4.924 4.401  -0.28
C17 0.060 -5.861 5.497  -0.06
C18 2.168 -3.796 1.907  -0.12
H41 0.001 -5.145 3.468  0.11
H42 0.298 -3.885 4.654  0.12
H43 -0.945 -6.233 5.279  0.08
H44 0.063 -5.393 6.479  0.07
H45 0.670 -6.764 5.496  0.08
H46 2.086 -4.102 0.869  0.07
H47 2.904 -3.026 2.104  0.04
H48 1.216 -3.377 2.238  0.07
C19 -2.629 2.849 -1.899  -0.04
C20 -3.821 2.252 -2.644  -0.17
O19 -4.728 1.605 -1.718  0.02
C21 -5.745 2.325 -1.305  -0.40
O20 -6.001 3.459 -1.605  0.16
C22 -6.702 1.487 -0.420  -0.52
F7 -7.944 1.536 -0.922  0.16
F8 -6.330 0.201 -0.327  0.15
F9 -6.721 1.990 0.828  0.16
H49 -2.349 3.719 -2.517  0.09
H50 -1.709 2.273 -1.897  0.05
H51 -2.919 3.328 -0.967  0.09
H52 -3.485 1.415 -3.255  0.10
H53 -4.296 2.991 -3.277  0.12

***

# C22H53BIN2O10S7

8 unconnected molecules or ions with the total composition C22H53BIN2O10S7 (wB97M-V/def2-TZVPD, the Open Molecules 2025 dataset).

Total charge   +1
Kohn-Sham gap   5.56 eV
E_tot   -131740.019 eV

Last column: Löwdin charge in e.
CARTESIAN COORDINATES (ANGSTROEM)
C1 -6.678 3.602 -0.947  0.19
C2 -6.597 2.410 -0.885  -0.11
C3 -6.551 1.000 -0.591  -0.34
N1 -7.482 0.113 -1.353  0.18
C4 -7.039 -1.089 -1.402  0.07
C5 -5.711 -1.199 -0.703  -0.16
B1 -4.726 -2.421 -1.084  -0.58
N2 -3.799 -2.953 -0.088  0.17
O1 -4.769 -2.967 -2.346  0.17
C6 -5.206 0.265 -0.887  -0.71
I1 -3.910 0.992 0.655  1.23
C7 -4.748 0.552 -2.330  -0.08
C8 -3.257 0.708 -2.640  -0.53
O2 -2.891 1.537 -3.414  0.15
O3 -2.347 -0.093 -2.031  0.07
H1 -6.692 4.669 -0.953  0.07
H2 -6.765 0.806 0.464  0.14
H3 -8.353 0.419 -1.777  0.19
H4 -7.602 -1.848 -1.935  0.17
H5 -5.994 -1.357 0.351  0.16
H6 -4.303 -3.183 0.770  0.10
H7 -3.178 -2.195 0.218  0.07
H8 -4.484 -2.417 -3.084  0.11
H9 -5.127 -0.198 -3.032  0.13
H10 -5.176 1.505 -2.641  0.13
H11 -2.666 -0.986 -1.848  0.09
C9 -0.278 3.350 -5.655  -0.27
S1 1.314 3.116 -4.855  0.79
O4 2.318 3.865 -5.651  -0.55
C10 1.483 1.380 -5.291  -0.27
H12 -0.555 4.396 -5.542  0.05
H13 -0.194 3.102 -6.713  0.06
H14 -1.022 2.719 -5.166  0.03
H15 1.448 1.274 -6.376  0.06
H16 0.682 0.811 -4.820  0.05
H17 2.447 1.039 -4.918  0.05
C11 1.128 -4.878 -0.686  -0.28
S2 -0.453 -4.086 -0.409  0.78
O5 -0.370 -3.386 0.909  -0.58
C12 -1.386 -5.592 -0.141  -0.27
H18 1.879 -4.105 -0.832  0.05
H19 1.389 -5.487 0.179  0.06
H20 1.073 -5.499 -1.579  0.06
H21 -0.945 -6.148 0.686  0.06
H22 -1.374 -6.188 -1.054  0.06
H23 -2.407 -5.304 0.098  0.02
C13 -1.109 -0.229 3.051  -0.30
S3 -0.681 1.064 4.210  0.81
O6 -1.584 2.209 3.897  -0.58
C14 0.913 1.452 3.478  -0.26
H24 -2.105 -0.587 3.308  0.04
H25 -1.113 0.198 2.048  0.02
H26 -0.406 -1.058 3.103  0.06
H27 0.773 1.728 2.432  0.06
H28 1.570 0.586 3.563  0.06
H29 1.335 2.289 4.030  0.05
C15 -1.842 5.133 1.219  -0.27
S4 -3.389 4.555 1.902  0.77
O7 -4.347 4.407 0.756  -0.63
C16 -3.813 6.087 2.731  -0.25
H30 -1.419 4.331 0.616  0.05
H31 -2.020 6.012 0.601  0.06
H32 -1.164 5.383 2.033  0.04
H33 -3.853 6.894 2.000  0.06
H34 -3.063 6.298 3.493  0.06
H35 -4.787 5.954 3.198  0.05
C17 6.507 -6.117 -1.298  -0.27
S5 5.093 -6.689 -0.356  0.81
O8 3.924 -6.725 -1.283  -0.57
C18 4.921 -5.200 0.635  -0.27
H36 6.765 -6.897 -2.010  0.05
H37 6.244 -5.201 -1.828  0.06
H38 7.337 -5.955 -0.611  0.03
H39 4.769 -4.343 -0.022  0.05
H40 5.821 -5.078 1.238  0.03
H41 4.058 -5.331 1.284  0.05
C19 1.395 9.312 0.374  -0.27
S6 1.029 7.672 1.004  0.80
O9 -0.204 7.792 1.831  -0.56
C20 2.412 7.589 2.146  -0.27
H42 0.611 9.577 -0.332  0.05
H43 1.405 10.022 1.201  0.06
H44 2.358 9.297 -0.135  0.06
H45 2.352 8.420 2.849  0.06
H46 3.346 7.625 1.585  0.06
H47 2.342 6.645 2.682  0.05
C21 9.368 -4.824 2.669  -0.27
S7 9.156 -6.599 2.492  0.82
O10 7.912 -6.809 1.701  -0.57
C22 8.733 -6.915 4.208  -0.27
H48 9.595 -4.419 1.685  0.05
H49 8.447 -4.384 3.050  0.06
H50 10.199 -4.624 3.346  0.05
H51 7.854 -6.330 4.478  0.06
H52 9.580 -6.657 4.842  0.06
H53 8.514 -7.977 4.302  0.05

***

# C22H53Cl4O12P3

5 unconnected molecules or ions with the total composition C22H53Cl4O12P3 at a distorted geometry (wB97M-V/def2-TZVPD, the Open Molecules 2025 dataset).

Total charge   0
Kohn-Sham gap   10.70 eV
Energy relative to the best compared isomer or geometry (same formula, charge and spin)   0.0 kcal per mole
E_tot   -126208.799 eV
Structure (SMILES)   CCOP(=O)(OCC)OCC.CCOP(=O)(OCC)OCC.CCOP(=O)(OCC)OCC.ClCCCl.ClCCCl

Last column: Löwdin charge in e.
CARTESIAN COORDINATES (ANGSTROEM)
Cl1 -11.710 -22.086 18.384  0.53
C1 -11.254 -21.812 20.094  -0.65
C2 -9.803 -22.091 20.365  -0.66
Cl2 -8.652 -21.306 19.275  0.58
H1 -11.909 -22.403 20.732  0.08
H2 -11.507 -20.787 20.354  0.02
H3 -9.620 -23.150 20.516  0.05
H4 -9.603 -21.629 21.334  0.05
Cl3 -8.902 -17.218 17.680  0.53
C3 -10.496 -16.973 18.497  -0.63
C4 -10.606 -18.021 19.573  -0.67
Cl4 -12.261 -17.968 20.253  0.57
H5 -11.208 -17.185 17.710  0.06
H6 -10.495 -15.965 18.891  0.07
H7 -9.909 -17.893 20.393  0.08
H8 -10.477 -18.982 19.087  0.02
C5 -15.409 -21.962 22.647  -0.06
C6 -14.729 -20.707 23.134  -0.24
O1 -13.368 -20.728 22.645  -0.19
P1 -12.080 -20.638 23.514  0.32
O2 -10.892 -20.448 22.689  -0.22
O3 -12.078 -21.974 24.333  -0.16
C7 -10.860 -22.285 25.061  -0.26
C8 -11.247 -23.134 26.227  -0.06
O4 -12.391 -19.510 24.582  -0.17
C9 -11.761 -18.219 24.454  -0.25
C10 -12.825 -17.113 24.411  -0.07
H9 -16.475 -21.980 22.872  0.08
H10 -15.318 -21.992 21.561  0.08
H11 -14.925 -22.834 23.083  0.08
H12 -15.161 -19.800 22.705  0.12
H13 -14.732 -20.538 24.212  0.12
H14 -10.208 -22.827 24.374  0.11
H15 -10.323 -21.373 25.330  0.12
H16 -11.745 -22.564 27.008  0.08
H17 -11.819 -23.989 25.873  0.09
H18 -10.360 -23.568 26.705  0.06
H19 -11.149 -18.079 25.342  0.12
H20 -11.186 -18.126 23.537  0.10
H21 -12.257 -16.195 24.238  0.08
H22 -13.481 -17.275 23.557  0.07
H23 -13.379 -17.015 25.340  0.07
C11 -7.445 -23.831 25.908  -0.07
C12 -6.402 -22.951 26.570  -0.22
O5 -5.044 -23.306 26.208  -0.18
P2 -4.435 -22.922 24.811  0.34
O6 -4.085 -21.526 24.613  -0.21
O7 -3.233 -23.938 24.662  -0.17
C13 -2.650 -24.644 25.757  -0.27
C14 -1.387 -25.334 25.267  -0.07
O8 -5.512 -23.453 23.777  -0.20
C15 -5.166 -23.598 22.388  -0.24
C16 -6.186 -22.807 21.598  -0.08
H24 -8.279 -23.998 26.602  0.06
H25 -7.906 -23.349 25.048  0.06
H26 -7.091 -24.830 25.670  0.09
H27 -6.547 -21.893 26.354  0.12
H28 -6.439 -23.094 27.647  0.12
H29 -2.359 -23.930 26.533  0.12
H30 -3.356 -25.340 26.210  0.12
H31 -0.979 -24.693 24.479  0.08
H32 -0.630 -25.474 26.030  0.07
H33 -1.611 -26.256 24.727  0.07
H34 -4.161 -23.251 22.149  0.12
H35 -5.243 -24.661 22.165  0.12
H36 -6.466 -21.917 22.163  0.09
H37 -5.855 -22.495 20.610  0.07
H38 -7.123 -23.363 21.498  0.06
C17 -7.315 -25.679 19.065  -0.05
C18 -8.799 -25.426 18.938  -0.23
O9 -9.403 -25.339 20.253  -0.22
P3 -10.158 -26.546 20.925  0.33
O10 -10.671 -26.171 22.242  -0.23
O11 -11.240 -27.031 19.878  -0.20
C19 -12.163 -26.052 19.324  -0.21
C20 -12.405 -26.472 17.861  -0.06
O12 -9.113 -27.725 20.950  -0.18
C21 -9.472 -29.106 20.683  -0.25
C22 -8.423 -30.008 21.259  -0.08
H39 -6.854 -24.777 19.467  0.06
H40 -7.157 -26.440 19.832  0.07
H41 -6.878 -26.013 18.129  0.08
H42 -8.987 -24.445 18.495  0.11
H43 -9.367 -26.134 18.329  0.12
H44 -13.107 -26.090 19.855  0.12
H45 -11.676 -25.082 19.392  0.09
H46 -13.475 -26.651 17.746  0.07
H47 -12.156 -25.700 17.133  0.07
H48 -11.852 -27.369 17.596  0.07
H49 -10.449 -29.322 21.116  0.12
H50 -9.513 -29.183 19.597  0.12
H51 -8.665 -31.032 20.965  0.08
H52 -7.442 -29.846 20.796  0.08
H53 -8.244 -29.900 22.326  0.08

***

Per-record LUMO, Ha: 0.0697, -0.1598, 0.0244